ORCA calculation (wB97M-V/def2-TZVPD) on a molecular structure, C40H44AsCrN4O3S in a non-equilibrium geometry.

The value obtained for the energy relative to the best compared isomer or geometry (same formula, charge and spin) is 10.47 kcal per mole. The charge is +1. The gap between HOMO and LUMO (alpha / beta) comes out at 0.3002 / 0.3206 Ha. The calculation puts the molecular weight at 787.80 g mol⁻¹. As for the spin multiplicity: 5. The expectation value of S² is 6.02. The value obtained for the HOMO energy (alpha / beta) is -10.324 / -11.077 eV.

Cartesian coordinates (Å):
Cr1 1.09 0.46 -0.04
C1 1.00 -0.26 -5.79
C2 2.29 -0.87 -5.24
N1 2.78 -0.26 -3.99
C3 3.87 0.69 -4.11
C4 3.43 2.00 -4.75
C5 2.19 -0.56 -2.83
S1 2.97 -0.15 -1.32
N2 1.12 -1.34 -2.88
C6 0.11 -1.36 -2.05
O1 -0.16 -0.44 -1.20
C7 -0.80 -2.52 -2.13
C8 -0.79 -3.37 -3.24
C9 -1.57 -4.52 -3.24
C10 -2.35 -4.83 -2.13
C11 -2.38 -3.98 -1.04
C12 -1.62 -2.82 -1.04
H1 0.69 -0.80 -6.69
H2 1.14 0.79 -6.04
H3 0.20 -0.34 -5.05
H4 3.09 -0.77 -5.97
H5 2.14 -1.93 -5.04
H6 4.66 0.24 -4.72
H7 4.28 0.87 -3.12
H8 3.18 1.87 -5.80
H9 4.23 2.74 -4.69
H10 2.55 2.40 -4.23
H11 -0.17 -3.12 -4.08
H12 -1.56 -5.18 -4.10
H13 -2.94 -5.74 -2.13
H14 -2.99 -4.22 -0.18
H15 -1.64 -2.15 -0.20
C13 -3.53 0.50 -2.52
C14 -3.37 2.02 -2.57
N3 -4.11 2.71 -1.52
C15 -5.57 2.77 -1.63
C16 -6.28 1.86 -0.64
C17 -3.56 3.41 -0.49
O2 -4.22 4.07 0.30
C18 -2.07 3.36 -0.28
C19 -1.37 4.54 -0.05
C20 -0.02 4.47 0.28
C21 0.57 3.23 0.40
N4 -0.10 2.08 0.19
C22 -1.39 2.16 -0.14
H16 -2.85 0.03 -3.23
H17 -4.55 0.20 -2.77
H18 -3.30 0.11 -1.52
H19 -3.75 2.37 -3.53
H20 -2.32 2.29 -2.51
H21 -5.83 2.50 -2.66
H22 -5.87 3.80 -1.45
H23 -5.96 0.82 -0.75
H24 -7.35 1.91 -0.79
H25 -6.06 2.18 0.38
H26 -1.88 5.49 -0.12
H27 0.56 5.36 0.46
H28 1.61 3.12 0.69
H29 -1.90 1.22 -0.30
O3 2.07 0.88 1.65
As1 1.75 -0.13 2.94
C23 0.01 -0.95 3.06
C24 -0.11 -2.01 3.96
C25 -1.32 -2.66 4.10
C26 -2.42 -2.26 3.34
C27 -2.31 -1.18 2.48
C28 -1.10 -0.52 2.34
C29 2.99 -1.61 2.92
C30 3.05 -2.41 1.78
C31 3.91 -3.49 1.75
C32 4.70 -3.78 2.85
C33 4.65 -2.98 3.98
C34 3.79 -1.89 4.02
C35 1.99 0.90 4.54
C36 3.23 1.51 4.75
C37 3.41 2.32 5.86
C38 2.36 2.53 6.74
C39 1.12 1.93 6.52
C40 0.93 1.12 5.41
H30 0.76 -2.31 4.54
H31 -1.41 -3.49 4.79
H32 -3.36 -2.79 3.44
H33 -3.17 -0.85 1.91
H34 -1.01 0.33 1.69
H35 2.44 -2.16 0.92
H36 3.96 -4.11 0.86
H37 5.36 -4.64 2.83
H38 5.28 -3.20 4.83
H39 3.74 -1.26 4.90
H40 4.03 1.36 4.04
H41 4.36 2.80 6.03
H42 2.50 3.15 7.61
H43 0.30 2.11 7.20
H44 -0.03 0.66 5.23

Atom charges from the Löwdin analysis, given in e for atoms 1 to 4: atom 1 (Cr): 0.52, atom 2 (C): -0.06, atom 3 (C): -0.19, atom 4 (N): -0.11